No. 1
Below is a cluster of 5 separate species, C16H43O13S5 in total, with properties calculated with ωB97M-V/def2-TZVPD.

Computed properties:
LUMO	-3.38	eV
spin multiplicity	1
highest occupied orbital energy	-12.4178	eV
total charge	+1

Element x y z (Å)
C1 0.595 2.552 -0.987
S1 -0.134 4.181 -0.775
C2 -1.862 4.176 -1.346
C3 -2.421 2.822 -1.838
C4 -3.341 2.185 -0.820
O1 -3.194 3.101 -3.019
H1 0.364 2.163 -1.962
H2 0.243 1.921 -0.188
H3 1.663 2.669 -0.922
H4 0.495 4.903 -1.710
H5 -2.424 4.517 -0.497
H6 -1.963 4.915 -2.127
H7 -1.642 2.131 -2.126
H8 -2.975 1.198 -0.590
H9 -3.379 2.734 0.112
H10 -4.337 2.114 -1.221
H11 -2.616 2.999 -3.795
O2 -3.219 -1.003 -0.634
S2 -3.961 -2.231 -0.535
O3 -4.270 -2.768 0.749
O4 -3.217 -3.312 -1.418
C5 -1.801 -3.507 -1.161
C6 -1.541 -4.344 0.074
C7 -5.434 -2.118 -1.490
H12 -1.311 -2.535 -1.101
H13 -1.413 -4.009 -2.041
H14 -1.856 -3.833 0.983
H15 -0.475 -4.558 0.159
H16 -2.088 -5.285 0.020
H17 -5.189 -1.732 -2.475
H18 -6.102 -1.438 -0.966
H19 -5.879 -3.107 -1.554
O5 3.967 -3.131 1.682
S3 3.097 -3.561 2.733
O6 1.875 -4.232 2.422
O7 2.776 -2.311 3.670
C8 2.286 -1.116 3.038
C9 0.825 -1.224 2.640
C10 3.996 -4.502 3.915
H20 2.918 -0.872 2.182
H21 2.418 -0.331 3.780
H22 0.681 -1.955 1.845
H23 0.464 -0.257 2.286
H24 0.218 -1.536 3.489
H25 4.904 -3.966 4.173
H26 4.234 -5.454 3.446
H27 3.368 -4.658 4.788
O8 2.963 5.514 4.143
S4 1.839 5.234 4.982
O9 1.251 3.931 4.969
O10 0.701 6.310 4.661
C11 0.346 6.467 3.281
C12 -0.516 5.321 2.782
C13 2.168 5.723 6.637
H28 1.253 6.576 2.683
H29 -0.200 7.407 3.223
H30 0.041 4.384 2.773
H31 -0.864 5.528 1.769
H32 -1.382 5.181 3.429
H33 2.578 6.729 6.630
H34 2.893 5.017 7.035
H35 1.244 5.676 7.205
O11 1.207 -1.386 -4.909
S5 0.625 -2.694 -4.894
O12 0.348 -3.333 -3.644
O13 1.496 -3.659 -5.799
C14 2.919 -3.728 -5.540
C15 3.249 -4.553 -4.313
C16 -0.829 -2.713 -5.885
H36 3.323 -2.718 -5.466
H37 3.341 -4.187 -6.430
H38 2.897 -4.073 -3.401
H39 4.328 -4.682 -4.234
H40 2.780 -5.535 -4.373
H41 -0.606 -2.254 -6.843
H42 -1.585 -2.140 -5.352
H43 -1.153 -3.742 -6.007



No. 2
Below is a structure of composition C16H44CoN4O4, with properties calculated with ωB97M-V/def2-TZVPD.

Computed properties:
LUMO (alpha / beta)	-4.80 / -5.22	eV
expectation value of S²	3.756
spin multiplicity	4
highest occupied orbital energy (alpha / beta)	-15.0253 / -15.0454	eV
ΔE to the lowest compared entry with this formula, charge and spin	0.0	kcal/mol
total charge	+2

Element x y z (Å)
Co1 -0.382 -0.281 0.077
C1 -2.471 -1.353 2.780
C2 -1.090 -0.702 2.955
C3 0.056 -1.626 2.728
O1 -0.202 -2.270 1.438
C4 -0.317 -3.670 1.541
N1 -0.897 0.390 2.042
H1 -2.632 -2.052 3.561
H2 -2.560 -1.693 1.755
H3 -3.260 -0.613 2.876
H4 -1.110 -0.299 3.973
H5 0.046 -2.262 3.540
H6 1.004 -1.108 2.779
H7 0.647 -4.198 1.442
H8 -0.922 -4.106 0.724
H9 -0.774 -3.956 2.526
H10 -1.677 0.936 2.400
H11 -0.182 1.034 2.567
C5 1.941 4.480 -1.081
C6 2.532 3.265 -0.410
C7 1.589 2.520 0.610
O2 1.917 1.181 0.825
C8 2.978 1.061 1.762
N2 2.776 2.221 -1.393
H12 2.009 5.331 -0.409
H13 0.866 4.416 -1.234
H14 2.471 4.813 -1.940
H15 3.426 3.520 0.091
H16 0.545 2.366 0.222
H17 1.321 3.204 1.476
H18 3.822 1.634 1.465
H19 3.184 -0.010 1.799
H20 2.629 1.430 2.712
H21 2.684 1.358 -0.808
H22 3.698 2.223 -1.740
C9 1.152 0.160 -3.880
C10 0.814 -0.285 -2.485
C11 2.041 -0.852 -1.696
O3 1.563 -1.186 -0.412
C12 2.525 -1.990 0.243
N3 0.319 0.739 -1.619
H23 1.550 -0.720 -4.325
H24 1.916 0.924 -3.889
H25 0.225 0.473 -4.442
H26 0.109 -1.086 -2.502
H27 2.983 -0.272 -1.760
H28 2.412 -1.768 -2.116
H29 2.266 -2.333 1.246
H30 3.469 -1.425 0.325
H31 2.698 -2.931 -0.276
H32 -0.338 1.272 -2.223
H33 1.024 1.491 -1.555
C13 -3.952 -2.276 -1.164
C14 -2.893 -1.196 -1.385
C15 -3.288 0.072 -0.630
O4 -2.117 0.861 -0.445
C16 -2.462 2.196 -0.006
N4 -1.636 -1.697 -0.803
H34 -4.169 -2.483 -0.091
H35 -3.706 -3.200 -1.676
H36 -4.927 -2.051 -1.582
H37 -2.756 -1.002 -2.449
H38 -3.722 -0.145 0.372
H39 -3.988 0.642 -1.209
H40 -1.662 2.841 0.422
H41 -3.135 2.053 0.828
H42 -2.972 2.747 -0.775
H43 -1.135 -2.287 -1.499
H44 -1.876 -2.500 -0.166



No. 3
Below is a cluster of 5 separate species, C16H44IN4O4 in total, with properties calculated with ωB97M-V/def2-TZVPD.

Computed properties:
LUMO (alpha / beta)	0.50 / -3.82	eV
expectation value of S²	0.753
spin multiplicity	2
highest occupied orbital energy (alpha / beta)	-8.3620 / -8.3472	eV
ΔE to the lowest compared entry with this formula, charge and spin	0.0	kcal/mol

Element x y z (Å)
I1 -0.052 1.392 0.490
C1 -2.433 1.340 4.797
C2 -1.431 0.135 4.773
C3 -1.828 -0.899 5.853
O1 -0.944 -2.005 5.830
C4 -1.152 -2.864 6.985
N1 -1.567 -0.399 3.402
H1 -3.471 1.022 4.695
H2 -2.051 2.038 4.052
H3 -2.456 1.889 5.738
H4 -0.413 0.418 5.041
H5 -2.808 -1.315 5.619
H6 -1.897 -0.444 6.842
H7 -2.161 -3.267 7.076
H8 -0.996 -2.272 7.886
H9 -0.452 -3.669 7.209
H10 -1.311 0.284 2.703
H11 -2.564 -0.447 3.254
C5 -2.840 -0.996 -1.461
C6 -2.109 -2.329 -1.346
C7 -2.567 -3.352 -2.451
O2 -1.639 -4.451 -2.580
C8 -1.765 -5.252 -3.741
N2 -0.709 -2.019 -1.477
H12 -2.521 -0.415 -2.326
H13 -2.550 -0.412 -0.587
H14 -3.924 -1.109 -1.472
H15 -2.338 -2.744 -0.365
H16 -2.658 -2.760 -3.362
H17 -3.538 -3.782 -2.204
H18 -1.368 -6.258 -3.610
H19 -1.192 -4.825 -4.565
H20 -2.791 -5.428 -4.062
H21 -0.655 -1.118 -1.023
H22 -0.423 -1.744 -2.406
C9 2.210 4.203 -1.911
C10 2.396 4.947 -0.707
C11 1.134 5.805 -0.272
O3 0.820 6.862 -1.207
C12 -0.316 7.616 -0.893
N3 2.684 4.037 0.378
H23 1.338 3.552 -1.851
H24 3.063 3.559 -2.125
H25 2.100 4.903 -2.740
H26 3.294 5.560 -0.778
H27 1.357 6.285 0.681
H28 0.307 5.103 -0.168
H29 -0.237 8.512 -1.510
H30 -0.378 7.921 0.152
H31 -1.243 7.100 -1.141
H32 1.817 3.583 0.626
H33 3.341 3.318 0.114
C13 3.187 -0.022 -2.261
C14 2.159 -1.134 -2.068
C15 2.607 -2.463 -2.745
O4 1.673 -3.525 -2.421
C16 1.939 -4.681 -3.227
N4 1.992 -1.318 -0.616
H34 3.224 0.341 -3.288
H35 4.173 -0.416 -2.015
H36 2.889 0.826 -1.644
H37 1.311 -0.576 -2.464
H38 3.657 -2.619 -2.495
H39 2.522 -2.404 -3.830
H40 1.157 -5.414 -3.029
H41 2.917 -5.117 -3.022
H42 1.940 -4.548 -4.309
H43 1.667 -0.417 -0.295
H44 2.873 -1.321 -0.123



Number 1: calculated total energy -98073.7896 eV, maximum force 0.025 hartree/bohr. Number 2: calculated total energy -69067.0321 eV, maximum force 0.078 hartree/bohr. Number 3: calculated total energy -39551.1257 eV, maximum force 0.060 hartree/bohr.